Formula: C12H17N
Source: OMol25
Level of theory: ωB97M-V/def2-TZVPD

Geometry as XYZ:
```
30
C12H17N | OMol25 | ωB97M-V/def2-TZVPD
H 3.92802 -1.35314 -0.21616
H -2.23763 3.37809 1.74938
H 2.56112 -0.99968 0.96656
H 2.23254 0.51029 -2.72931
H 3.50389 0.55202 -1.61606
H -2.56414 -0.94463 -2.43539
C 0.09002 1.41452 1.97196
C -1.13717 0.67713 0.23016
H 1.25789 -0.49218 -0.87759
C -1.51277 -1.83945 -0.79513
C 2.86177 -1.49985 0.03608
C -0.83519 1.80804 1.05356
H -0.12418 -2.62227 0.58336
H 0.84756 1.92576 2.54919
H 0.99606 -0.49953 2.25706
H 2.65309 -2.55245 0.26625
H -1.67653 -2.83050 -1.14816
C 2.87194 -0.17253 -2.15421
C -1.98681 0.48794 -0.86394
H 1.57705 -1.87033 -1.75566
C -1.50849 3.14267 0.97383
H -2.04133 3.23449 0.00773
C -2.10878 -0.73888 -1.47884
C -0.42960 -0.41103 0.74664
C 2.11101 -1.09834 -1.22148
N 0.20107 0.00761 1.90687
H -0.78200 3.94842 1.17601
H -2.64530 1.24493 -1.30285
H 3.49106 -0.69545 -2.94246
C -0.59939 -1.72439 0.20122
```

Calculated values
- Frontier orbital gap: 8.8702 eV
- LUMO energy: 0.0342 hartree
- F_max: 0.050 hartree/bohr
- Energy relative to the best compared isomer or geometry (same formula, charge and spin): 128.6 kJ/mol
- Structure (SMILES): Cc1c[nH]c2ccccc12.CCC


Formula: C8H22N2Si
Source: OMol25
Level of theory: ωB97M-V/def2-TZVPD

Geometry as XYZ:
```
33
C8H22N2Si | OMol25 | ωB97M-V/def2-TZVPD
H 1.26561 -2.69156 -1.13908
H -1.83706 1.19533 1.22783
H -2.65028 -0.69782 0.06450
H -2.38816 0.33276 -1.29564
H 0.31364 0.40415 -3.59946
H -0.55361 0.55541 -1.90388
H 0.78649 -3.70649 0.27116
H 2.65752 2.47234 -0.11563
C 2.44958 2.34921 0.93400
N 0.92231 -1.67856 0.62035
H -0.47531 -2.72591 -0.52712
H 3.20461 0.23297 1.35029
N -1.82580 1.26778 0.26736
H 2.70349 0.31352 -1.99388
H 3.21498 2.68912 1.69943
C 2.27569 0.80528 1.33581
H 0.44771 1.75744 -2.57088
H 1.00388 -2.74654 2.47271
C -4.20103 0.84695 -0.15157
Si 1.30422 -0.10584 0.06465
C 0.43197 -1.91485 2.05386
H 1.83210 0.91849 2.39936
C 0.60377 -2.79866 -0.29956
C 0.38791 0.64503 -2.47967
H -4.09858 1.83917 -0.67161
H 0.51891 -1.02662 2.65108
H -5.05961 0.33411 -0.55690
H 1.48794 -0.96241 -2.34830
H -4.36948 0.97038 0.88619
H -0.71281 -2.19364 2.18275
C -2.76743 0.36531 -0.30921
H 1.49189 2.93218 1.23528
C 1.63495 0.02196 -1.75425
```

Calculated values
- Frontier orbital gap (alpha / beta): 5.7727 / 8.0477 eV
- LUMO energy (alpha / beta): 0.0056 / 0.0163 hartree
- F_max: 0.062 hartree/bohr
- Energy relative to the best compared isomer or geometry (same formula, charge and spin): 661.0 kJ/mol


Formula: C30H48P2RhS
Source: OMol25
Level of theory: ωB97M-V/def2-TZVPD

Geometry as XYZ:
```
82
C30H48P2RhS | OMol25 | ωB97M-V/def2-TZVPD
C 0.88319 1.04550 -0.87361
H 1.16678 2.53982 -7.39924
C -1.01469 1.09953 -6.71458
C 1.04169 0.67791 3.37245
C -1.95486 -1.13600 -4.06909
C 2.23138 1.26122 2.81268
H 0.20324 -2.76602 -4.99491
H -2.02908 -0.78190 -0.79365
C -3.13572 -4.39687 5.21396
H 2.60075 -2.12461 1.10115
H 0.50933 -2.00600 2.23488
C 0.57237 -1.61102 1.21752
H 2.29953 3.72479 0.40996
Rh 0.89250 0.69644 1.24994
H 1.05669 2.11478 -1.04295
C 2.02564 0.24364 -0.62696
H 3.58919 -0.32971 3.22511
H -0.61036 -1.67684 -1.28877
H -1.42040 3.26080 1.33946
H 4.15566 0.81795 1.99490
C -2.97135 -2.97699 5.22966
C 1.28593 2.56513 -6.30643
H 3.10077 -1.51361 -1.12009
C -2.00181 -3.16990 7.46151
C 0.70290 -1.97067 -4.42826
H -1.19014 1.29905 -1.20043
C -0.43246 0.52053 -1.37249
H -0.78363 4.74963 -5.91439
H -2.18125 1.61050 2.57250
C -2.75125 -5.16535 6.29739
H 3.69319 2.84421 1.06157
H -0.69375 1.38390 -7.72590
H -2.12654 -2.02616 -4.68658
C 0.97295 -0.54660 4.23211
H -2.88631 -6.24611 6.26128
C -1.13098 3.82523 -6.38758
H 0.83492 -2.28593 -3.38898
C 1.73011 -2.10945 0.42475
H 3.03010 4.22813 1.94727
H -1.69843 0.12379 3.39926
H 0.45280 -0.51640 -6.80806
P -0.37483 2.39118 -5.50926
H 1.70708 3.53205 -6.00100
H 1.43558 -1.52612 -1.66888
C -1.50386 1.20443 3.33250
H 1.95111 1.75891 -5.97598
C -0.40832 3.62651 1.53573
H -1.23813 -1.07669 -6.65953
C -2.38190 -2.38298 6.38294
H -1.55186 -2.70278 8.33834
P -0.30786 -0.44345 -4.49670
H -2.22282 3.77606 -6.30148
C -0.07888 1.47512 2.96790
H -2.73543 -0.38721 -4.25370
H -0.84606 3.83200 -7.44628
H 2.98773 0.76976 -0.63526
H 1.58593 -3.15472 0.11679
H -1.42424 -0.90489 1.44092
C 2.76416 3.35520 1.33090
H 0.04196 3.95033 0.59659
H -3.57298 -4.85382 4.33270
H -1.98237 -1.41333 -3.00480
H 0.01295 -1.05502 4.09085
H 1.06479 -0.29190 5.29659
S -3.46662 -2.06718 3.92525
C 0.42144 2.55158 2.15814
H -1.74997 1.64810 4.30778
C -0.58081 -0.96550 0.73555
H -0.38444 0.39667 -2.47515
C -2.19236 -4.56060 7.43832
C 2.07781 -1.24975 -0.82127
C 3.62045 0.72878 2.94864
H -1.90720 -5.17297 8.29668
C -0.52438 -0.29937 -6.35009
H -2.11087 1.14625 -6.67258
C 1.84638 2.41864 2.05935
H 4.19094 1.27534 3.71571
H 1.78220 -1.23838 3.97345
H -2.24496 -1.30726 6.40007
H -0.47320 4.49506 2.21138
H 1.68951 -1.76371 -4.85901
C -0.93424 -0.79076 -0.71844
```

Calculated values
- Spin multiplicity: 5
- Frontier orbital gap (alpha / beta): 4.3383 / 3.6324 eV
- LUMO energy (alpha / beta): -0.0732 / -0.2404 hartree
- Total charge: +1
- F_max: 0.064 hartree/bohr


Formula: C4H4S
Source: OMol25
Level of theory: ωB97M-V/def2-TZVPD

Geometry as XYZ:
```
9
C4H4S | OMol25 | ωB97M-V/def2-TZVPD
C -1.45247 -1.16154 1.61456
H -1.68968 0.60139 0.41157
C 0.03705 -0.81524 0.45828
H 2.49192 1.08558 -0.73193
H -0.00611 -1.83759 0.13044
H 1.09924 1.27560 -1.83561
S -2.65009 -0.04602 1.15535
C 0.72882 0.02244 -0.30102
C 1.44131 0.87537 -0.90163
```

Calculated values
- Frontier orbital gap: 8.6378 eV
- LUMO energy: -0.0174 hartree
- F_max: 0.103 hartree/bohr
- Energy relative to the best compared isomer or geometry (same formula, charge and spin): 630.8 kJ/mol


no.,E_tot (eV)
1,-14209.004
2,-19505.845
3,-64298.870
4,-15041.142